DFT (ωB97M-V with the def2-TZVPD basis set) results for an isolated ion of composition C6H13N and charge -1.

Output
Frontier orbital gap (alpha / beta): 2.58 / 6.58 eV
Total charge: -1
Energy relative to the best compared isomer or geometry (same formula, charge and spin): 72.7 kcal per mole
2S+1: 2
Expectation value of S²: 0.755

Structure (XYZ):
```
20
C6H13N ωB97M-V with the def2-TZVPD basis set
C -0.214 3.297 -0.265
C -0.869 2.043 -1.057
C 0.223 0.882 -1.135
C 0.205 0.125 0.138
C 0.718 -1.171 0.237
N 0.292 -1.961 1.219
C -0.113 -3.311 0.879
H 0.623 3.659 -0.798
H 0.141 2.920 0.706
H -0.942 4.080 -0.279
H -1.801 1.987 -0.483
H -0.996 2.169 -2.242
H 0.056 0.170 -1.899
H 1.139 1.572 -1.450
H 0.045 0.548 1.106
H 1.201 -1.788 -0.506
H -0.203 -1.611 2.026
H -1.198 -3.483 0.548
H 0.439 -3.719 0.065
H -0.248 -3.965 1.891
```

From a natural (NBO) analysis of the wavefunction, the atomic charges in e read:
1. C -0.643
2. C -0.431
3. C -0.549
4. C -0.482
5. C -0.263
6. N -0.636
7. C -0.394
8. H 0.193
9. H 0.205
10. H 0.187
11. H 0.193
12. H 0.172
13. H 0.194
14. H 0.106
15. H 0.162
16. H 0.142
17. H 0.360
18. H 0.138
19. H 0.189
20. H 0.160

=====

DFT (ωB97M-V with the def2-TZVPD basis set) results for one molecule with the formula C7H7ClO2.

Output
Structure (SMILES): Cc1cc(O)cc(O)c1Cl
Frontier orbital gap: 8.92 eV
Energy relative to the best compared isomer or geometry (same formula, charge and spin): 3.6 kcal per mole

Structure (XYZ):
```
17
C7H7ClO2 ωB97M-V with the def2-TZVPD basis set
C 0.927 2.515 0.083
C 0.128 1.222 0.032
C -1.274 1.258 0.012
C -1.990 0.024 0.002
O -3.358 -0.020 -0.077
C -1.359 -1.181 0.133
C 0.012 -1.243 0.087
O 0.744 -2.386 -0.053
C 0.735 -0.035 0.002
Cl 2.458 -0.154 -0.057
H 1.812 2.372 -0.630
H 1.358 2.774 1.023
H 0.351 3.408 -0.305
H -1.833 2.204 -0.181
H -3.766 0.864 -0.341
H -2.005 -2.047 0.229
H 0.122 -3.076 0.097
```

From a natural (NBO) analysis of the wavefunction, the atomic charges in e read:
1. C -0.636
2. C 0.008
3. C -0.313
4. C 0.335
5. O -0.679
6. C -0.358
7. C 0.312
8. O -0.638
9. C -0.126
10. Cl 0.008
11. H 0.232
12. H 0.231
13. H 0.218
14. H 0.212
15. H 0.488
16. H 0.227
17. H 0.477